No. 1
Entry from the OMol25 dataset: one molecule with the formula C4H7ClO3 (wB97M-V/def2-TZVPD).

The geometry in XYZ format:
```
15
Properties=species:S:1:pos:R:3:nbo_charge:R:1
C -0.733 0.576 1.627 -0.60
C -1.003 -0.434 0.451 -0.46
C -0.080 -0.139 -0.746 0.53
O 0.121 -1.082 -1.760 -0.71
O -0.315 1.010 -1.379 -0.69
C 1.612 0.063 -0.125 0.44
O 2.066 -0.388 0.863 -0.52
Cl 2.495 0.764 -1.464 -0.07
H -0.592 0.014 2.498 0.22
H -1.522 1.371 1.649 0.22
H 0.183 1.107 1.275 0.21
H -1.969 -0.410 -0.071 0.23
H -0.758 -1.481 0.774 0.21
H 0.515 -1.846 -1.343 0.48
H -0.021 0.875 -2.249 0.50
```

Computed properties:
Strongest force on any atom = 0.0752 hartree/bohr
E_tot = -842.49092 Eh
SMILES = CCC(O)(O)C(=O)Cl
Energy relative to the best compared isomer or geometry (same formula, charge and spin) = 30.2 kcal per mole
HOMO = -9.4 eV
Gap between HOMO and LUMO = 9.96 eV

No. 2
Entry from the OMol25 dataset: C28H36Cl2IrN4S2 as an isolated structure (wB97M-V/def2-TZVPD).

The geometry in XYZ format:
```
73
Properties=species:S:1:pos:R:3:mulliken_spin:R:1
Ir 0.681 0.580 -0.344 2.29
C -2.942 -1.151 -1.829 0.00
C -3.272 -2.378 -0.983 0.00
C -4.424 -2.102 -0.014 0.00
C -2.094 -3.135 -0.367 0.05
C -2.259 -4.516 -0.322 -0.01
C -1.228 -5.359 0.035 0.04
C 0.026 -4.827 0.276 -0.03
C 0.257 -3.459 0.249 -0.02
C 1.689 -2.999 0.424 0.00
C 1.945 -2.212 1.700 0.03
C 2.180 -2.319 -0.849 0.04
C -0.843 -2.608 0.018 -0.01
N -0.742 -1.194 0.244 0.31
C -1.689 -0.722 0.995 0.03
C -1.923 0.676 1.099 0.20
C -2.955 1.353 1.809 -0.02
C -2.835 2.669 1.481 0.19
C -1.696 2.779 0.566 0.12
N -1.190 1.577 0.354 0.09
C -1.222 4.049 -0.078 0.05
C -1.396 5.223 0.889 0.02
C 0.240 3.963 -0.510 0.07
C -2.115 4.263 -1.315 0.03
H -3.730 -1.014 -2.571 0.00
H -2.000 -1.259 -2.361 0.00
H -2.900 -0.228 -1.252 0.01
H -3.661 -3.115 -1.696 0.00
H -4.233 -1.226 0.609 0.01
H -4.617 -2.951 0.640 0.00
H -5.335 -1.895 -0.574 0.00
H -3.215 -4.933 -0.610 0.00
H -1.383 -6.427 0.074 0.00
H 0.855 -5.488 0.490 0.00
H 2.273 -3.922 0.514 0.00
H 1.370 -1.291 1.733 -0.03
H 3.000 -1.950 1.782 0.00
H 1.672 -2.808 2.570 0.00
H 1.660 -1.359 -1.044 0.02
H 1.999 -2.956 -1.714 0.00
H 3.243 -2.085 -0.786 0.00
H -2.364 -1.396 1.516 0.03
H -3.679 0.888 2.455 0.00
H -3.439 3.491 1.819 -0.01
H -0.880 5.044 1.831 0.00
H -2.444 5.429 1.097 0.00
H -0.971 6.120 0.441 0.00
H 0.902 3.792 0.339 0.00
H 0.529 4.903 -0.983 0.00
H 0.402 3.170 -1.242 0.00
H -3.169 4.312 -1.047 0.00
H -1.972 3.460 -2.038 -0.01
H -1.842 5.206 -1.789 0.01
Cl 1.052 1.354 2.529 0.04
C 2.778 1.071 2.587 0.00
C 3.340 0.908 3.838 -0.01
C 4.701 0.665 3.940 0.02
C 5.474 0.587 2.793 -0.01
C 4.881 0.750 1.552 0.02
Cl 5.896 0.629 0.151 0.01
C 3.513 0.997 1.403 0.00
S 2.864 1.209 -0.222 0.25
H 2.713 0.971 4.714 0.00
H 5.158 0.538 4.910 0.00
H 6.534 0.396 2.847 0.00
N 1.059 0.410 -5.115 0.02
C 1.303 0.358 -3.801 -0.02
N 2.522 0.020 -3.400 0.00
S 0.014 0.729 -2.749 0.18
H 1.780 0.260 -5.801 0.00
H 0.139 0.659 -5.432 0.00
H 3.258 -0.171 -4.060 0.00
H 2.757 -0.003 -2.414 0.00
```

Computed properties:
Strongest force on any atom = 0.0099 hartree/bohr
E_tot = -3128.44323 Eh
Total charge = +1
Energy relative to the best compared isomer or geometry (same formula, charge and spin) = 8.8 kcal per mole
HOMO (spin up / spin down) = -10.0 / -10.5 eV
Gap between HOMO and LUMO (spin up / spin down) = 7.16 / 5.06 eV
Spin multiplicity = 5

No. 3
Entry from the OMol25 dataset: C32H25Br2CuGeIN2O3 as an isolated structure (wB97M-V/def2-TZVPD).

The geometry in XYZ format:
```
67
Properties=species:S:1:pos:R:3:nbo_charge:R:1
Cu 0.185 0.426 0.025 1.05
Br -2.672 -3.907 0.116 0.02
C -1.930 -2.896 1.541 -0.23
C -2.224 -3.252 2.841 -0.20
C -1.694 -2.524 3.882 -0.14
Br -2.096 -3.058 5.673 -0.01
C -0.883 -1.404 3.653 -0.11
C -0.299 -0.607 4.659 -0.14
C 0.436 0.497 4.318 -0.26
C 0.572 0.828 2.965 0.06
N 0.050 0.090 2.019 -0.49
C -0.636 -1.020 2.305 0.10
C -1.124 -1.798 1.179 0.46
O -0.868 -1.482 -0.010 -0.79
H -2.871 -4.096 3.035 0.23
H -0.433 -0.878 5.696 0.22
H 0.892 1.118 5.072 0.21
H 1.108 1.713 2.654 0.21
O 2.122 -1.992 1.237 -0.61
C 2.667 -1.060 0.690 0.69
C 4.192 -0.879 0.598 -0.52
C 4.368 0.435 -0.146 -0.52
C 2.933 0.904 -0.395 0.67
O 2.623 1.944 -0.937 -0.62
N 2.055 -0.010 0.085 -0.77
H 4.616 -1.741 0.081 0.22
H 4.610 -0.864 1.606 0.22
H 4.882 0.325 -1.103 0.22
H 4.902 1.194 0.426 0.23
C 1.984 -3.826 -3.938 -0.22
C 0.656 -3.537 -4.201 -0.20
C 0.092 -2.368 -3.719 -0.20
C 0.840 -1.467 -2.973 -0.43
C 2.173 -1.765 -2.727 -0.14
C 2.744 -2.932 -3.202 -0.24
Ge 0.032 0.233 -2.317 1.30
C -1.840 0.172 -3.031 -0.45
C -2.322 1.086 -3.958 -0.17
C -3.626 1.008 -4.422 -0.24
C -4.466 0.004 -3.971 -0.22
C -3.996 -0.919 -3.050 -0.21
C -2.698 -0.826 -2.581 -0.23
C 0.972 1.720 -3.252 -0.44
C 0.517 3.026 -3.121 -0.20
C 1.200 4.079 -3.700 -0.22
C 2.364 3.838 -4.409 -0.22
C 2.821 2.540 -4.556 -0.24
C 2.134 1.491 -3.974 -0.15
H 2.427 -4.740 -4.310 0.20
H 0.058 -4.224 -4.784 0.20
H -0.949 -2.156 -3.925 0.22
H 2.769 -1.074 -2.150 0.19
H 3.786 -3.147 -2.998 0.20
H -1.668 1.871 -4.319 0.21
H -3.986 1.735 -5.139 0.20
H -5.483 -0.060 -4.338 0.20
H -4.641 -1.711 -2.694 0.21
H -2.334 -1.528 -1.846 0.25
H -0.371 3.223 -2.534 0.21
H 0.841 5.091 -3.572 0.20
H 2.918 4.663 -4.842 0.20
H 3.729 2.344 -5.111 0.20
H 2.514 0.481 -4.068 0.20
I -1.135 3.356 0.874 0.02
C -1.476 1.452 -0.061 -0.86
H -1.950 1.688 -1.007 0.19
H -2.188 0.925 0.569 0.20
```

Computed properties:
Strongest force on any atom = 0.0190 hartree/bohr
E_tot = -10732.91097 Eh
Total charge = -1
HOMO = -4.6 eV
Gap between HOMO and LUMO = 6.79 eV

No. 4
Entry from the OMol25 dataset: one molecule with the formula C4H9NO (wB97M-V/def2-TZVPD).

The geometry in XYZ format:
```
15
Properties=species:S:1:pos:R:3:nbo_charge:R:1
C -1.929 0.251 -0.383 -0.62
C -0.629 0.387 0.384 0.09
O -0.864 -0.050 1.706 -0.72
C 0.496 -0.436 -0.228 -0.11
C 1.762 0.184 -0.672 -0.25
N 1.685 -0.484 0.626 -0.61
H -2.698 0.890 0.062 0.22
H -1.791 0.533 -1.432 0.21
H -2.274 -0.788 -0.330 0.21
H -0.312 1.444 0.379 0.15
H 0.020 -0.131 2.099 0.48
H 0.190 -1.366 -0.709 0.20
H 1.889 1.263 -0.617 0.20
H 2.328 -0.301 -1.463 0.20
H 2.126 -1.397 0.577 0.36
```

Computed properties:
Strongest force on any atom = 0.0072 hartree/bohr
E_tot = -287.76363 Eh
SMILES = C[C@@H](O)[C@H]1CN1
Energy relative to the best compared isomer or geometry (same formula, charge and spin) = 43.2 kcal per mole
HOMO = -9.8 eV
Gap between HOMO and LUMO = 10.91 eV

No. 5
Entry from the OMol25 dataset: one molecule with the formula C5H10N2Si2 (wB97M-V/def2-TZVPD).

The geometry in XYZ format:
```
19
Properties=species:S:1:pos:R:3:nbo_charge:R:1
C 2.411 0.194 0.774 -0.14
C 2.238 -1.039 0.126 -0.24
C 1.362 1.031 0.718 -0.25
C 1.002 -1.391 -0.351 0.07
C 0.165 0.732 0.045 -0.06
N -0.045 -0.483 -0.407 -0.56
N -2.205 -1.976 0.386 -1.46
Si -1.751 -1.094 -0.933 1.39
Si -1.219 2.089 -0.012 0.85
H 3.288 0.500 1.279 0.23
H 3.098 -1.758 0.252 0.24
H 1.596 2.049 1.183 0.23
H 0.806 -2.409 -0.763 0.25
H -2.748 -1.509 1.087 0.35
H -1.395 -2.070 -1.840 -0.23
H -2.566 1.883 0.464 -0.12
H -2.480 0.045 -1.468 -0.23
H -0.552 3.036 0.872 -0.16
H -1.005 2.169 -1.413 -0.14
```

Computed properties:
Strongest force on any atom = 0.0721 hartree/bohr
E_tot = -884.92330 Eh
Energy relative to the best compared isomer or geometry (same formula, charge and spin) = 17.7 kcal per mole
HOMO = -7.1 eV
Gap between HOMO and LUMO = 6.70 eV

No. 6
Entry from the OMol25 dataset: one molecule with the formula C2H2N4O2 (wB97M-V/def2-TZVPD).

The geometry in XYZ format:
```
10
Properties=species:S:1:pos:R:3:nbo_charge:R:1
O 1.609 0.333 1.179 -0.50
C 1.854 -0.140 0.164 0.64
O 0.933 -0.594 -0.723 -0.33
N -0.356 -0.451 -0.336 0.09
C -0.991 0.780 -0.443 0.10
N -2.137 0.629 0.191 -0.26
N -2.155 -0.601 0.695 -0.06
N -1.068 -1.241 0.373 -0.05
H 2.818 -0.378 -0.313 0.14
H -0.508 1.663 -0.787 0.23
```

Computed properties:
Strongest force on any atom = 0.0891 hartree/bohr
E_tot = -446.79724 Eh
SMILES = O=COn1cnnn1
Energy relative to the best compared isomer or geometry (same formula, charge and spin) = 110.1 kcal per mole
HOMO = -11.0 eV
Gap between HOMO and LUMO = 11.58 eV